No. 1
Formula: C36H22CoF9NO6P
Source: OMol25
Level of theory: the ωB97M-V functional and the def2-TZVPD basis

Geometry as XYZ:
```
76
Properties=species:S:1:pos:R:3:lowdin_spin:R:1
Co -1.020 -0.647 -1.066 3.108
O -1.299 2.428 -3.643 0.020
C -1.416 1.626 -2.747 0.010
O -0.643 0.593 -2.515 0.150
C -2.517 1.749 -1.718 0.007
C -3.585 2.624 -1.728 0.003
C -4.515 2.515 -0.697 0.000
C -4.365 1.548 0.295 0.002
C -3.261 0.719 0.227 0.007
N -2.385 0.860 -0.751 0.080
C -2.929 -0.453 1.131 0.008
O -3.658 -0.731 2.062 0.007
O -1.848 -1.065 0.763 0.110
H -3.671 3.350 -2.524 0.001
H -5.370 3.178 -0.675 0.000
H -5.075 1.417 1.100 0.001
C -4.727 -2.804 -1.470 0.004
C -3.238 -2.609 -1.450 0.009
O -2.793 -1.556 -1.911 0.057
C -2.368 -3.648 -0.881 0.017
C -2.924 -4.860 -0.449 -0.002
C -2.144 -5.867 0.074 0.018
C -0.767 -5.669 0.179 -0.003
C -0.192 -4.486 -0.234 0.021
C -0.979 -3.463 -0.767 0.009
O -0.368 -2.345 -1.160 0.223
H -5.184 -1.954 -1.971 0.000
H -5.087 -2.860 -0.440 0.001
H -5.013 -3.725 -1.978 0.000
H -3.992 -5.008 -0.522 0.000
H -2.594 -6.794 0.400 0.001
H -0.141 -6.450 0.594 0.000
H 0.874 -4.316 -0.154 0.001
F 7.172 -0.552 -2.316 0.000
C 6.494 -1.523 -1.678 0.000
F 7.223 -1.859 -0.598 0.000
F 6.465 -2.590 -2.488 0.000
C 5.115 -1.060 -1.287 0.000
C 3.990 -1.743 -1.706 0.000
C 2.729 -1.282 -1.336 0.000
C 2.610 -0.145 -0.549 0.014
C 3.754 0.536 -0.127 0.004
C 5.003 0.081 -0.497 0.001
P 0.960 0.416 -0.035 0.075
C 1.031 0.291 1.779 0.010
C 1.410 1.346 2.608 0.004
C 1.477 1.163 3.978 0.000
C 1.167 -0.076 4.522 0.002
C 0.801 -1.134 3.707 0.000
C 0.731 -0.948 2.335 0.002
C 1.237 -0.237 6.017 0.000
F 0.414 0.624 6.642 0.000
F 0.905 -1.472 6.416 0.000
F 2.477 0.013 6.479 0.000
C 0.878 2.182 -0.425 0.005
C 1.543 2.690 -1.537 0.006
C 1.285 3.979 -1.973 -0.001
C 0.359 4.761 -1.301 0.005
C -0.308 4.267 -0.191 -0.001
C -0.055 2.976 0.241 0.004
C 0.083 6.166 -1.766 0.001
F 0.865 7.058 -1.125 0.000
F 0.308 6.318 -3.078 0.000
F -1.190 6.527 -1.530 0.000
H 4.088 -2.626 -2.322 0.000
H 1.841 -1.807 -1.665 0.000
H 3.666 1.424 0.488 0.000
H 5.894 0.606 -0.176 0.000
H 1.657 2.314 2.189 0.000
H 1.769 1.981 4.624 0.000
H 0.550 -2.092 4.139 0.000
H 0.413 -1.767 1.702 0.000
H 2.239 2.071 -2.088 0.000
H 1.782 4.364 -2.853 0.000
H -1.038 4.880 0.322 0.000
H -0.603 2.582 1.089 0.000
```

electronic energy = -4514.3406 Eh
charge = 0
⟨S²⟩ = 6.015
strongest force on any atom = 0.53 eV Å⁻¹
spin multiplicity = 5
Kohn-Sham gap (spin up / spin down) = 8.64 / 7.18 eV
highest occupied orbital energy (spin up / spin down) = -0.32982 / -0.33258 hartree

No. 2
Formula: C36H23BaCl6N3O4
Source: OMol25
Level of theory: the ωB97M-V functional and the def2-TZVPD basis

Geometry as XYZ:
```
73
Properties=species:S:1:pos:R:3:mulliken_charge:R:1
Ba -0.055 6.185 18.968 1.826
Cl -5.649 2.357 15.661 -0.225
C -4.321 3.355 16.040 -0.042
C -3.552 3.886 14.987 -0.253
C -2.247 4.197 15.266 -0.958
C -1.681 4.465 16.597 0.500
O -0.453 4.826 16.727 -0.955
C -2.572 4.110 17.680 1.018
C -2.394 4.243 19.115 -0.321
N -1.332 4.067 19.854 -0.473
C -1.453 3.646 21.159 -0.108
C -1.940 2.362 21.417 -0.421
C -1.765 1.881 22.689 -0.573
C -1.565 2.740 23.784 -0.686
C -1.350 4.140 23.515 0.513
C -1.348 5.118 24.566 -0.504
C -0.776 6.326 24.292 -0.717
C -0.230 6.570 22.960 -0.291
N -0.391 5.710 21.924 0.001
C -0.993 4.507 22.167 0.105
C -3.827 3.588 17.349 -0.721
H -4.055 3.980 13.994 0.362
H -1.580 4.365 14.496 0.634
H -3.346 4.654 19.529 0.314
H -2.191 1.721 20.596 0.468
H -1.868 0.801 22.875 0.355
H -1.410 2.370 24.793 0.408
H -1.855 4.901 25.537 0.391
H -0.665 7.017 25.080 0.436
H 0.307 7.504 22.734 0.464
H -4.524 3.466 18.208 0.297
Cl 4.073 12.401 22.244 -0.222
C 3.390 11.011 21.530 0.350
C 2.084 11.109 21.024 0.098
Cl 1.326 12.598 20.741 -0.200
C 1.607 10.010 20.286 0.060
Cl 0.044 9.910 19.450 -0.105
C 2.402 8.804 20.114 -0.431
O 2.034 7.964 19.278 -0.679
C 3.685 8.713 20.796 0.196
Cl 4.263 7.155 21.157 -0.212
C 4.170 9.846 21.390 0.264
Cl 5.743 9.827 22.037 -0.201
C 3.437 5.879 15.204 -0.922
O 2.171 6.317 14.741 -0.327
C 2.152 7.627 14.402 0.794
C 3.261 8.370 13.952 -0.809
C 3.031 9.698 13.498 -0.548
C 1.779 10.211 13.424 -0.899
C 0.750 9.582 14.034 -0.051
C 0.857 8.255 14.448 0.370
N -0.222 7.462 14.909 0.482
C -1.546 7.686 14.559 -1.183
C -2.555 8.131 15.347 1.428
C -3.743 8.543 14.622 -0.803
C -4.793 9.157 15.244 -0.652
C -4.581 9.601 16.587 -0.229
C -3.444 9.314 17.310 -0.753
C -2.558 8.343 16.817 0.086
O -1.769 7.680 17.606 -0.079
H 3.431 4.827 15.442 0.264
H 3.674 6.395 16.140 0.436
H 4.266 6.063 14.418 0.276
H 4.270 8.084 14.092 0.312
H 3.887 10.279 13.260 0.417
H 1.614 11.225 13.012 0.325
H -0.194 10.157 14.178 0.339
H 0.030 6.688 15.457 0.223
H -1.812 7.354 13.560 0.260
H -3.722 8.393 13.553 0.390
H -5.790 9.306 14.732 0.349
H -5.345 10.243 17.046 0.378
H -3.206 9.720 18.312 0.366
```

electronic energy = -4637.4754 Eh
charge = 0
strongest force on any atom = 3.76 eV Å⁻¹
Kohn-Sham gap = 5.40 eV
highest occupied orbital energy = -0.25758 hartree

No. 3
Formula: C36H24AsF5N2PPbS2
Source: OMol25
Level of theory: the ωB97M-V functional and the def2-TZVPD basis

Geometry as XYZ:
```
72
Properties=species:S:1:pos:R:3:mulliken_charge:R:1
Pb -3.474 0.398 -1.662 0.529
S -3.311 0.381 0.933 -0.359
C -3.331 2.101 1.254 0.670
C -3.203 2.419 2.614 -0.161
N -3.078 2.653 3.733 -0.564
C -3.445 3.120 0.351 0.795
S -3.604 2.995 -1.381 -0.364
C -3.409 4.441 0.823 -0.309
N -3.354 5.528 1.193 -0.558
C 2.021 0.025 -1.803 -0.816
C 2.696 0.465 -0.518 -0.846
As 4.628 -0.013 -0.510 0.227
C 4.901 0.008 1.432 -0.148
C 5.974 -0.717 1.944 -0.241
C 6.227 -0.749 3.302 -0.606
C 5.413 -0.045 4.173 -0.386
C 4.353 0.693 3.677 -0.713
C 4.107 0.727 2.315 0.037
C 4.273 -1.938 -0.685 -0.191
C 3.630 -2.675 0.300 0.245
C 3.260 -3.986 0.071 -0.779
C 3.525 -4.580 -1.152 -0.439
C 4.177 -3.861 -2.140 -0.541
C 4.551 -2.551 -1.903 -0.244
P 0.147 0.068 -1.738 -0.305
C -0.048 -1.091 -0.325 1.681
C 0.054 -2.419 -0.743 -1.052
C -0.100 -3.462 0.144 -0.863
C -0.372 -3.196 1.477 -0.623
C -0.486 -1.885 1.902 -0.956
C -0.337 -0.839 1.008 -0.208
C -0.036 1.830 -1.245 0.885
C -0.165 2.650 -2.370 -0.860
C -0.277 4.019 -2.247 -0.709
C -0.280 4.596 -0.987 -0.493
C -0.162 3.795 0.134 -0.879
C -0.031 2.423 0.011 0.223
H 2.282 -1.013 -2.043 0.347
H 2.334 0.657 -2.641 0.661
H 2.230 -0.033 0.338 0.131
H 2.593 1.547 -0.397 0.767
H 6.607 -1.270 1.257 0.347
H 7.058 -1.325 3.683 0.374
H 5.606 -0.069 5.235 0.374
H 3.713 1.242 4.352 0.401
H 3.283 1.321 1.943 0.433
H 3.411 -2.216 1.256 0.362
H 2.747 -4.542 0.842 0.415
H 3.217 -5.597 -1.338 0.397
H 4.380 -4.319 -3.098 0.394
H 5.059 -1.981 -2.675 0.320
H 0.248 -2.625 -1.789 0.498
H -0.019 -4.483 -0.203 0.446
H -0.511 -4.008 2.176 0.421
H -0.712 -1.665 2.937 0.515
H -0.475 0.160 1.380 0.140
H -0.179 2.190 -3.351 0.374
H -0.367 4.633 -3.130 0.397
H -0.385 5.664 -0.878 0.382
H -0.174 4.240 1.120 0.461
H 0.072 1.840 0.912 0.191
F -6.169 1.839 -3.235 -0.347
C -6.718 0.956 -2.379 0.716
C -5.896 0.117 -1.638 -1.092
C -6.561 -0.801 -0.838 0.815
F -5.853 -1.697 -0.122 -0.335
C -7.948 -0.887 -0.757 -0.108
F -8.546 -1.815 0.014 -0.310
C -8.727 -0.009 -1.500 0.721
F -10.071 -0.071 -1.442 -0.320
C -8.105 0.920 -2.320 -0.055
F -8.852 1.768 -3.053 -0.309
```

electronic energy = -5561.4947 Eh
charge = -1
strongest force on any atom = 1.38 eV Å⁻¹
Kohn-Sham gap = 7.02 eV
highest occupied orbital energy = -0.17495 hartree

For the records above, the corresponding relative energy (zero: lowest compared OMol25 entry of this formula, charge and spin) values read 0.00 80.46 62.92 kJ/mol.